[1]
# C3H13NO3S

A cluster of 3 separate species, C3H13NO3S in total (ωB97M-V with the def2-TZVPD basis set, OMol25).

Cartesian coordinates (Å):
C (1.345, -1.400, 0.199)
C (0.328, -1.368, -0.954)
S (0.070, -2.906, -1.867)
N (0.861, -0.593, 1.323)
C (-0.385, -0.988, 2.019)
O (-1.572, -0.827, 1.294)
H (2.255, -1.002, -0.246)
H (1.575, -2.369, 0.662)
H (-0.661, -0.938, -0.682)
H (0.545, -0.585, -1.714)
H (-0.700, -2.315, -2.824)
H (0.661, 0.350, 0.967)
H (-0.443, -0.230, 2.813)
H (-0.053, -1.978, 2.291)
H (-2.324, -0.536, 1.801)
H (-2.056, 2.481, -0.440)
H (-1.624, 3.097, -1.935)
O (-1.658, 3.153, -0.987)
H (2.050, 3.143, -0.616)
H (0.520, 3.190, -0.677)
O (1.266, 2.623, -0.428)

expectation value of S²: 0.753
E_LUMO (alpha / beta): -3.89 / -8.70 eV
HOMO (alpha / beta): -0.494 / -0.487 hartree
spin multiplicity: 2
net charge: +1

---

[2]
# C46H79As2CaN8O5S3

A structure of composition C46H79As2CaN8O5S3 (ωB97M-V with the def2-TZVPD basis set, OMol25).

Cartesian coordinates (Å):
Ca (-0.364, -0.228, 0.002)
C (0.979, -1.789, 3.156)
C (1.565, -0.620, 2.372)
C (2.607, 0.117, 3.185)
O (0.485, 0.306, 1.991)
C (2.190, -1.229, 1.078)
O (3.192, -1.907, 1.196)
O (1.545, -1.014, -0.031)
H (0.501, -1.436, 4.074)
H (1.785, -2.477, 3.406)
H (0.234, -2.327, 2.567)
H (2.213, 0.349, 4.179)
H (2.890, 1.037, 2.676)
H (3.491, -0.512, 3.289)
H (-0.126, 0.329, 2.765)
C (0.794, -4.112, -0.250)
As (-0.033, -2.837, -1.475)
C (-1.103, -4.071, -2.544)
C (1.412, -2.630, -2.783)
C (2.295, -3.692, -2.973)
C (3.288, -3.633, -3.938)
C (3.409, -2.503, -4.734)
C (2.552, -1.431, -4.537)
C (1.553, -1.476, -3.562)
As (0.349, 0.059, -3.330)
C (1.484, 1.492, -4.013)
C (-0.632, -0.253, -4.995)
H (0.850, -5.104, -0.696)
H (0.213, -4.173, 0.670)
H (1.792, -3.751, -0.002)
H (-0.494, -4.920, -2.854)
H (-1.472, -3.559, -3.433)
H (-1.959, -4.430, -1.969)
H (2.222, -4.578, -2.356)
H (3.965, -4.469, -4.067)
H (4.170, -2.453, -5.503)
H (2.672, -0.545, -5.148)
H (1.552, 1.440, -5.099)
H (2.481, 1.425, -3.577)
H (1.046, 2.452, -3.737)
H (0.088, -0.271, -5.812)
H (-1.357, 0.542, -5.172)
H (-1.150, -1.210, -4.961)
C (-1.603, -6.869, 4.872)
C (-1.868, -5.786, 3.860)
C (-2.062, -6.089, 2.517)
C (-2.302, -5.084, 1.585)
C (-2.364, -3.771, 2.019)
C (-2.166, -3.435, 3.355)
C (-1.920, -4.446, 4.263)
S (-2.695, -2.497, 0.845)
C (-4.361, -2.142, 1.354)
O (-1.913, -1.277, 1.323)
H (-1.420, -7.828, 4.390)
H (-2.459, -6.987, 5.540)
H (-0.739, -6.623, 5.489)
H (-2.012, -7.121, 2.189)
H (-2.429, -5.326, 0.535)
H (-2.179, -2.395, 3.665)
H (-1.753, -4.198, 5.305)
H (-4.328, -1.863, 2.408)
H (-4.969, -3.035, 1.208)
H (-4.732, -1.321, 0.736)
C (-6.308, 1.344, -3.095)
C (-6.067, 0.542, -1.821)
N (-4.756, -0.118, -1.771)
C (-4.629, -1.385, -2.489)
C (-3.993, -1.268, -3.868)
C (-3.656, 0.469, -1.215)
C (-3.875, 1.756, -0.467)
N (-2.457, -0.026, -1.243)
H (-7.223, 1.930, -3.007)
H (-6.411, 0.692, -3.963)
H (-5.479, 2.030, -3.283)
H (-6.821, -0.239, -1.724)
H (-6.172, 1.188, -0.955)
H (-5.634, -1.796, -2.584)
H (-4.059, -2.085, -1.870)
H (-4.581, -0.617, -4.516)
H (-3.938, -2.252, -4.338)
H (-2.985, -0.860, -3.814)
H (-4.577, 1.613, 0.358)
H (-4.272, 2.536, -1.120)
H (-2.923, 2.088, -0.064)
H (-2.440, -0.890, -1.785)
C (-5.488, 1.680, 5.513)
C (-4.043, 1.680, 5.020)
C (-3.989, 1.628, 3.498)
S (-2.322, 1.459, 2.859)
O (-1.545, 0.592, 3.837)
C (-1.773, 3.171, 3.129)
C (-0.318, 3.222, 3.575)
C (0.118, 4.664, 3.818)
H (-5.524, 1.695, 6.601)
H (-6.020, 0.789, 5.173)
H (-6.034, 2.553, 5.149)
H (-3.502, 0.823, 5.418)
H (-3.532, 2.573, 5.384)
H (-4.405, 2.525, 3.029)
H (-4.540, 0.761, 3.124)
H (-2.418, 3.647, 3.870)
H (-1.917, 3.674, 2.167)
H (0.326, 2.754, 2.829)
H (-0.211, 2.635, 4.487)
H (-0.027, 5.282, 2.928)
H (1.174, 4.707, 4.087)
H (-0.452, 5.119, 4.631)
C (4.944, 0.936, 0.552)
N (3.638, 1.591, 0.341)
C (3.843, 3.040, 0.444)
N (4.814, 3.545, -0.531)
C (6.086, 2.838, -0.310)
N (5.942, 1.386, -0.424)
C (5.439, 1.081, -1.767)
N (4.153, 1.744, -2.037)
C (3.195, 1.278, -1.020)
C (4.329, 3.190, -1.869)
H (4.812, -0.142, 0.475)
H (5.300, 1.178, 1.556)
H (4.196, 3.277, 1.449)
H (2.890, 3.545, 0.274)
H (6.460, 3.085, 0.684)
H (6.808, 3.182, -1.052)
H (5.300, 0.003, -1.860)
H (6.171, 1.410, -2.506)
H (3.077, 0.201, -1.113)
H (2.226, 1.757, -1.189)
H (3.362, 3.675, -2.032)
H (5.036, 3.558, -2.614)
N (0.536, 7.279, -1.375)
C (-0.546, 6.601, -1.787)
S (-1.852, 7.300, -2.488)
C (-0.490, 5.124, -1.502)
C (0.169, 4.628, -0.385)
C (0.136, 3.263, -0.142)
N (-0.481, 2.392, -0.941)
C (-1.102, 2.878, -2.019)
C (-1.143, 4.221, -2.330)
H (0.578, 8.266, -1.570)
H (1.384, 6.810, -1.104)
H (0.680, 5.281, 0.311)
H (0.634, 2.846, 0.729)
H (-1.592, 2.143, -2.649)
H (-1.671, 4.579, -3.204)

E_LUMO: -2.54 eV
HOMO: -0.372 hartree
spin multiplicity: 1
net charge: +1

---

[3]
# C17H34Cl2O8

A cluster of 5 separate species, C17H34Cl2O8 in total (ωB97M-V with the def2-TZVPD basis set, OMol25).

Cartesian coordinates (Å):
C (-10.782, 9.126, -12.081)
Cl (-9.049, 8.848, -12.423)
Cl (-11.611, 7.609, -11.830)
H (-10.864, 9.781, -11.226)
H (-11.147, 9.615, -12.975)
O (-9.669, 11.717, -5.567)
C (-9.130, 11.594, -6.640)
O (-9.502, 10.687, -7.539)
C (-10.617, 9.861, -7.160)
C (-10.911, 8.919, -8.320)
C (-7.971, 12.411, -7.118)
H (-11.504, 10.474, -7.000)
H (-10.343, 9.311, -6.264)
H (-10.024, 8.421, -8.710)
H (-11.412, 9.437, -9.137)
H (-11.605, 8.146, -7.983)
H (-7.263, 11.854, -7.725)
H (-7.501, 12.912, -6.279)
H (-8.367, 13.198, -7.774)
O (-10.086, 18.439, -12.704)
C (-10.137, 17.317, -13.137)
O (-10.396, 16.238, -12.373)
C (-10.625, 16.472, -10.997)
C (-12.082, 16.777, -10.683)
C (-9.879, 16.922, -14.559)
H (-9.984, 17.270, -10.609)
H (-10.265, 15.603, -10.442)
H (-12.407, 17.651, -11.242)
H (-12.177, 16.954, -9.610)
H (-12.708, 15.914, -10.916)
H (-9.587, 17.768, -15.166)
H (-10.760, 16.431, -14.977)
H (-9.108, 16.147, -14.536)
O (-12.892, 17.510, -16.678)
C (-12.378, 16.749, -17.458)
O (-12.855, 15.536, -17.771)
C (-14.121, 15.160, -17.219)
C (-14.054, 13.738, -16.722)
C (-11.132, 17.101, -18.230)
H (-14.890, 15.305, -17.975)
H (-14.342, 15.814, -16.375)
H (-14.996, 13.453, -16.249)
H (-13.273, 13.602, -15.972)
H (-13.816, 13.000, -17.492)
H (-10.699, 16.240, -18.732)
H (-10.409, 17.509, -17.527)
H (-11.381, 17.871, -18.957)
O (-12.905, 11.856, -11.663)
C (-12.108, 12.741, -11.868)
O (-11.201, 13.156, -10.968)
C (-11.095, 12.429, -9.742)
C (-11.656, 13.236, -8.587)
C (-12.073, 13.524, -13.132)
H (-10.027, 12.251, -9.592)
H (-11.544, 11.443, -9.831)
H (-11.325, 12.771, -7.656)
H (-12.746, 13.213, -8.574)
H (-11.304, 14.261, -8.678)
H (-11.969, 12.827, -13.962)
H (-11.272, 14.261, -13.183)
H (-12.980, 14.112, -13.274)

E_LUMO: 0.47 eV
HOMO: -0.386 hartree
spin multiplicity: 1
net charge: 0

---

[4]
# C4H8NO

The ion C4H8NO with charge +1 (ωB97M-V with the def2-TZVPD basis set, OMol25).

Cartesian coordinates (Å):
C (-0.167, -0.611, -0.157)
C (1.156, 0.002, 0.022)
C (2.329, -0.856, 0.069)
C (-1.892, 1.201, 0.061)
N (-1.689, -0.180, -0.101)
O (-2.644, -0.901, -0.030)
H (-0.073, -1.637, -0.370)
H (1.292, 1.017, 0.227)
H (2.052, -1.816, -0.488)
H (2.547, -0.888, 1.174)
H (3.050, -0.201, -0.473)
H (-1.726, 1.753, -1.002)
H (-1.240, 1.688, 0.640)
H (-2.996, 1.430, 0.429)

E_LUMO (alpha / beta): -6.98 / -6.98 eV
HOMO (alpha / beta): -0.554 / -0.554 hartree
spin multiplicity: 1
net charge: +1

---

[5]
# C3H3BrCl2FO4P

A cluster of 2 separate species, C3H3BrCl2FO4P in total (ωB97M-V with the def2-TZVPD basis set, OMol25).

Cartesian coordinates (Å):
C (-0.150, -0.054, 0.105)
C (-1.569, 0.179, 2.499)
C (-1.627, 0.089, 0.241)
O (1.850, 0.202, -3.292)
O (2.121, -1.542, -1.304)
O (2.939, 0.948, -1.081)
O (0.385, 0.252, -1.193)
F (-2.327, -0.881, -0.541)
P (1.836, -0.140, -1.854)
Cl (-3.147, 0.780, 2.935)
Cl (-1.561, -1.526, 3.101)
Br (-2.242, 1.764, -0.557)
H (0.275, 0.611, 0.943)
H (0.118, -1.116, 0.348)
H (3.099, 0.435, -0.351)

E_LUMO: 5.21 eV
HOMO: -0.039 hartree
spin multiplicity: 1
net charge: -2

---

Q: Which maximum force values were calculated for the entries above? A: 0.0509 0.0496 0.0295 0.1356 0.0775, in Eh/bohr.
Q: Which energy relative to the best compared isomer or geometry (same formula, charge and spin) values were calculated for the entries above? A: 33.7 2.5 0.6 119.0 26.7, in kcal per mole.
Q: Which total energy values were calculated for the entries above? A: -800.38718 -8958.13249 -2190.49880 -286.75289 -4352.73818, in a.u..